Record 1
{
  "formula": "C10H16",
  "method": "the ωB97M-V functional and the def2-TZVPD basis",
  "smiles": "Cc1ccccc1.CCC",
  "lumo_energy_ev": 0.991,
  "homo_lumo_gap_ha": 0.367,
  "max_force_ev_per_a": 2.0,
  "homo_ev": -9.004,
  "elements": ["C", "C", "C", "C", "C", "C", "C", "H", "H", "H", "H", "H", "H", "H", "H", "C", "C", "C", "H", "H", "H", "H", "H", "H", "H", "H"],
  "coordinates": [[-1.429, -0.592, 3.159], [-0.224, -1.119, 2.428], [0.530, -2.192, 2.879], [1.773, -2.476, 2.298], [2.304, -1.703, 1.291], [1.573, -0.587, 0.821], [0.426, -0.277, 1.495], [-1.262, 0.401, 3.581], [-1.688, -1.335, 3.912], [-2.350, -0.411, 2.597], [0.143, -2.934, 3.567], [2.406, -3.238, 2.739], [3.277, -1.961, 0.897], [1.999, -0.012, 0.013], [-0.151, 0.625, 1.301], [-0.925, 1.910, -4.268], [-1.060, 1.919, -2.719], [-0.052, 1.077, -1.940], [-0.797, 2.946, -4.580], [-1.856, 1.588, -4.713], [-0.092, 1.304, -4.617], [-1.065, 2.930, -2.315], [-2.063, 1.530, -2.507], [0.953, 1.428, -2.196], [-0.278, 1.148, -0.882], [-0.093, 0.032, -2.240]]
}

---

Record 2
{
  "formula": "C30H28F9N4O9TeY",
  "method": "the ωB97M-V functional and the def2-TZVPD basis",
  "lumo_energy_ev": 4.215,
  "total_charge": -2,
  "homo_lumo_gap_ha": 0.205,
  "max_force_ev_per_a": 1.8,
  "homo_ev": -1.361,
  "elements": ["Y", "O", "C", "C", "C", "C", "C", "C", "C", "O", "N", "N", "C", "C", "C", "C", "C", "C", "C", "O", "H", "H", "H", "H", "H", "H", "H", "H", "H", "H", "C", "O", "C", "O", "N", "N", "H", "H", "H", "H", "H", "H", "C", "C", "C", "O", "C", "O", "O", "H", "H", "H", "H", "H", "H", "H", "Te", "C", "C", "C", "C", "C", "C", "H", "H", "H", "H", "H", "F", "C", "F", "F", "C", "O", "C", "F", "F", "F", "C", "F", "F", "F"],
  "coordinates": [[-0.208, 0.333, -0.113], [-2.773, 0.421, 4.648], [-3.260, -0.711, 4.126], [-3.853, -1.639, 4.987], [-4.411, -2.804, 4.490], [-4.386, -3.074, 3.125], [-3.773, -2.170, 2.272], [-3.206, -0.993, 2.749], [-2.521, -0.090, 1.782], [-2.326, -0.477, 0.591], [-2.177, 1.096, 2.265], [-1.519, 1.825, 1.298], [-1.405, 3.081, 1.462], [-0.806, 3.946, 0.457], [-0.612, 5.298, 0.753], [-0.097, 6.184, -0.173], [0.228, 5.702, -1.444], [0.046, 4.375, -1.769], [-0.463, 3.444, -0.833], [-0.606, 2.197, -1.155], [-2.410, 0.947, 3.875], [-3.858, -1.422, 6.049], [-4.865, -3.511, 5.176], [-4.817, -3.988, 2.735], [-3.700, -2.360, 1.208], [-1.801, 3.544, 2.368], [-0.863, 5.640, 1.753], [0.061, 7.224, 0.083], [0.643, 6.381, -2.184], [0.327, 3.989, -2.743], [3.613, -0.338, -4.439], [2.859, 0.532, -3.610], [2.413, 0.103, -2.409], [1.836, 0.881, -1.689], [2.706, -1.200, -2.098], [2.164, -1.634, -0.890], [4.083, 0.294, -5.188], [2.961, -1.060, -4.938], [4.386, -0.861, -3.874], [2.670, -1.857, -2.862], [2.853, -2.125, -0.341], [1.332, -2.195, -1.046], [1.432, -4.974, 0.875], [0.226, -4.056, 0.920], [-0.888, -4.649, 1.781], [-0.241, -3.876, -0.415], [0.597, -2.680, 1.543], [1.346, -2.654, 2.512], [0.000, -1.693, 0.985], [1.121, -5.997, 0.644], [1.938, -4.949, 1.839], [2.125, -4.644, 0.098], [-1.236, -5.585, 1.335], [-1.727, -3.953, 1.833], [-0.526, -4.834, 2.795], [-0.646, -2.990, -0.425], [1.802, 0.726, 1.908], [2.705, 2.640, 1.677], [3.357, 3.243, 2.757], [3.965, 4.488, 2.639], [3.934, 5.174, 1.431], [3.296, 4.588, 0.343], [2.700, 3.338, 0.462], [3.381, 2.722, 3.709], [4.459, 4.927, 3.500], [4.395, 6.151, 1.341], [3.250, 5.108, -0.608], [2.233, 2.893, -0.406], [-0.886, -2.930, -5.070], [-0.604, -2.821, -3.751], [-1.221, -3.840, -3.152], [0.717, -3.033, -3.629], [-0.993, -1.421, -3.129], [-0.218, -1.155, -2.077], [-2.510, -1.463, -2.760], [-3.287, -1.944, -3.763], [-2.950, -0.235, -2.473], [-2.723, -2.235, -1.698], [-0.773, -0.332, -4.244], [-1.670, -0.358, -5.251], [-0.792, 0.886, -3.727], [0.448, -0.510, -4.807]]
}

---

Record 3
{
  "formula": "C23H27ClN4O3",
  "method": "the ωB97M-V functional and the def2-TZVPD basis",
  "smiles": "C[C@H]1CCCCN1CCCNC(=O)CN1C(=O)c2cccnc2Oc2ccc(Cl)cc21",
  "lumo_energy_ev": 0.115,
  "homo_lumo_gap_ha": 0.314,
  "max_force_ev_per_a": 0.7,
  "homo_ev": -8.432,
  "elements": ["C", "C", "C", "C", "C", "C", "N", "C", "C", "C", "N", "C", "O", "C", "N", "C", "O", "C", "C", "C", "C", "N", "C", "O", "C", "C", "C", "C", "Cl", "C", "C", "H", "H", "H", "H", "H", "H", "H", "H", "H", "H", "H", "H", "H", "H", "H", "H", "H", "H", "H", "H", "H", "H", "H", "H", "H", "H", "H"],
  "coordinates": [[2.262, 2.129, 3.123], [2.072, 2.748, 1.739], [3.450, 3.142, 1.188], [3.349, 3.762, -0.200], [2.616, 2.793, -1.117], [1.262, 2.453, -0.500], [1.450, 1.826, 0.795], [0.316, 1.064, 1.272], [-0.931, 1.809, 1.796], [-1.840, 2.427, 0.724], [-2.156, 1.502, -0.342], [-3.070, 0.533, -0.203], [-3.812, 0.411, 0.750], [-3.104, -0.443, -1.397], [-2.050, -1.448, -1.299], [-0.813, -1.079, -1.724], [-0.610, 0.053, -2.147], [0.312, -2.043, -1.668], [1.594, -1.547, -1.443], [2.683, -2.394, -1.551], [2.452, -3.709, -1.919], [1.242, -4.196, -2.133], [0.202, -3.397, -2.009], [-1.007, -3.976, -2.266], [-1.905, -3.900, -1.215], [-2.335, -5.102, -0.669], [-3.255, -5.125, 0.360], [-3.724, -3.921, 0.863], [-4.854, -3.918, 2.164], [-3.303, -2.713, 0.335], [-2.391, -2.687, -0.720], [1.317, 1.967, 3.633], [2.864, 2.798, 3.734], [2.784, 1.179, 3.037], [1.466, 3.671, 1.843], [3.924, 3.842, 1.878], [4.066, 2.243, 1.135], [4.345, 3.983, -0.588], [2.793, 4.702, -0.143], [3.202, 1.879, -1.225], [2.469, 3.227, -2.107], [0.729, 1.759, -1.152], [0.675, 3.386, -0.429], [0.676, 0.418, 2.077], [0.010, 0.404, 0.456], [-1.526, 1.083, 2.353], [-0.634, 2.598, 2.486], [-1.383, 3.309, 0.275], [-2.781, 2.719, 1.198], [-1.513, 1.437, -1.123], [-4.069, -0.949, -1.421], [-2.950, 0.112, -2.327], [1.719, -0.504, -1.190], [3.684, -2.036, -1.371], [3.260, -4.416, -2.045], [-1.943, -6.015, -1.087], [-3.600, -6.060, 0.771], [-3.688, -1.792, 0.746]]
}

---

Record 4
{
  "formula": "C51H33CuN11Te",
  "method": "the ωB97M-V functional and the def2-TZVPD basis",
  "spin_multiplicity": 2,
  "lumo_energy_ev": [-1.488, -1.473],
  "homo_lumo_gap_ha": [0.174, 0.175],
  "s_squared": 0.76,
  "max_force_ev_per_a": 3.8,
  "homo_ev": [-6.219, -6.231],
  "elements": ["Cu", "C", "C", "C", "C", "C", "N", "C", "N", "C", "C", "C", "C", "C", "C", "C", "C", "N", "C", "N", "C", "N", "C", "N", "C", "N", "C", "C", "C", "C", "C", "C", "C", "C", "C", "C", "C", "C", "N", "C", "C", "H", "H", "H", "H", "H", "H", "H", "H", "H", "H", "H", "H", "H", "H", "H", "H", "C", "Te", "C", "C", "C", "C", "C", "C", "C", "H", "H", "H", "H", "H", "H", "H", "H", "C", "C", "N", "C", "C", "C", "C", "C", "C", "C", "C", "N", "C", "N", "H", "H", "H", "H", "H", "H", "H", "H", "H"],
  "coordinates": [[-0.314, -0.823, -0.286], [5.683, 1.831, 0.516], [5.693, 1.860, -0.900], [4.628, 1.266, -1.560], [3.548, 0.713, -0.838], [2.326, 0.173, -1.302], [1.564, -0.157, -0.197], [2.282, 0.125, 0.980], [1.825, -0.087, 2.211], [0.574, -0.304, 2.591], [0.111, -0.259, 3.942], [0.727, 0.064, 5.183], [-0.008, -0.079, 6.347], [-1.376, -0.192, 6.271], [-2.036, -0.333, 5.064], [-1.266, -0.408, 3.888], [-1.634, -0.577, 2.494], [-2.827, -0.777, 2.034], [-3.127, -0.952, 0.773], [-2.300, -0.964, -0.327], [-3.069, -1.037, -1.434], [-2.652, -0.993, -2.699], [-1.383, -0.766, -2.974], [-0.260, -0.633, -2.196], [0.819, -0.276, -2.964], [2.062, 0.041, -2.569], [0.371, -0.109, -4.345], [1.003, 0.354, -5.498], [0.333, 0.375, -6.688], [-1.037, 0.159, -6.672], [-1.686, -0.214, -5.497], [-0.997, -0.471, -4.366], [-4.474, -1.115, -1.069], [-5.650, -1.134, -1.764], [-6.853, -1.073, -1.034], [-6.861, -1.141, 0.379], [-5.672, -1.106, 1.085], [-4.465, -1.074, 0.344], [-0.467, -0.539, 1.703], [3.596, 0.662, 0.585], [4.691, 1.209, 1.277], [6.514, 2.170, 1.095], [6.487, 2.429, -1.516], [4.647, 1.184, -2.678], [1.801, 0.285, 5.178], [0.510, 0.056, 7.337], [-1.941, -0.341, 7.178], [-3.104, -0.421, 5.069], [2.040, 0.608, -5.378], [0.923, 0.555, -7.588], [-1.589, 0.292, -7.576], [-2.739, -0.415, -5.619], [-5.741, -1.077, -2.860], [-7.756, -0.934, -1.600], [-7.843, -1.217, 0.871], [-5.667, -1.079, 2.185], [4.717, 1.176, 2.373], [0.251, 6.198, 0.992], [-0.221, 4.156, 1.722], [-1.764, 4.267, 0.158], [-1.466, 5.460, -0.601], [-2.183, 5.679, -1.773], [-1.939, 6.758, -2.609], [-0.900, 7.630, -2.253], [-0.163, 7.439, -1.114], [-0.525, 6.412, -0.214], [1.329, 6.063, 0.775], [0.133, 6.903, 1.841], [-2.732, 4.235, 0.641], [-1.707, 3.321, -0.372], [-2.873, 4.847, -2.106], [-2.651, 6.874, -3.461], [-0.717, 8.519, -2.915], [0.702, 8.068, -0.925], [-1.237, -5.148, -0.227], [-0.877, -3.881, -0.690], [-0.020, -3.095, -0.035], [0.627, -3.527, 1.003], [0.524, -4.932, 1.423], [-0.511, -5.712, 0.847], [1.349, -5.424, 2.453], [2.677, -5.113, 2.709], [3.486, -4.233, 1.889], [4.482, -3.441, 2.468], [5.267, -2.735, 1.567], [5.184, -2.785, 0.218], [4.196, -3.596, -0.192], [3.377, -4.261, 0.540], [-1.934, -5.768, -0.767], [-1.202, -3.501, -1.666], [1.359, -2.807, 1.396], [-0.690, -6.727, 1.270], [0.909, -6.212, 3.080], [3.093, -5.425, 3.689], [4.597, -3.341, 3.593], [5.987, -2.040, 1.968], [4.098, -3.633, -1.282]]
}

---

Record 5
{
  "formula": "C11H15N",
  "method": "the ωB97M-V functional and the def2-TZVPD basis",
  "smiles": "Cc1c[nH]c2ccccc12.CC",
  "lumo_energy_ev": 0.922,
  "homo_lumo_gap_ha": 0.320,
  "max_force_ev_per_a": 2.2,
  "homo_ev": -7.786,
  "elements": ["C", "C", "C", "N", "C", "C", "C", "C", "C", "C", "H", "H", "H", "H", "H", "H", "H", "H", "H", "C", "C", "H", "H", "H", "H", "H", "H"],
  "coordinates": [[1.769, -2.840, -0.674], [1.547, -1.367, -0.504], [2.393, -0.382, -0.098], [1.800, 0.827, -0.290], [0.575, 0.698, -0.945], [-0.443, 1.612, -1.166], [-1.586, 1.067, -1.738], [-1.641, -0.267, -2.116], [-0.690, -1.224, -1.837], [0.418, -0.712, -1.136], [1.158, -3.174, -1.512], [1.722, -3.486, 0.201], [2.778, -2.989, -1.090], [3.312, -0.568, 0.431], [2.115, 1.730, 0.017], [-0.523, 2.663, -0.931], [-2.361, 1.791, -1.959], [-2.451, -0.606, -2.767], [-0.903, -2.276, -1.940], [-1.566, 0.637, 2.246], [-0.680, 1.752, 2.765], [-2.593, 0.798, 2.567], [-1.378, 0.515, 1.168], [-1.263, -0.384, 2.486], [-0.958, 2.045, 3.784], [-0.917, 2.682, 2.237], [0.369, 1.459, 2.802]]
}